DFT (ωB97M-V/def2-TZVPD) results for the molecule C7H12F8NO3PSi.

Geometry as XYZ:
```
33
Properties=species:S:1:pos:R:3:forces:R:3
N -5.36885 1.15599 0.79433 0.300 -0.137 -0.422
P -4.67886 0.12052 -0.12149 -0.304 0.578 0.486
O -4.46118 0.67639 -1.63253 -0.059 -0.129 0.235
O -5.53011 -1.24719 -0.23287 0.164 0.175 -0.203
Si -2.65387 -0.39445 0.70747 0.129 -0.164 0.358
C -1.67068 1.17257 1.01084 0.175 -0.095 -0.646
C -0.61438 1.45360 -0.06265 -0.315 -0.361 -0.047
O 0.65496 1.18037 0.49943 0.117 0.282 0.029
C 1.72673 1.49761 -0.34779 -0.144 -0.760 0.599
C 2.22949 0.24177 -1.09937 -0.056 0.337 -0.489
F 2.37449 0.55206 -2.42369 -0.025 -0.043 0.145
F 1.33645 -0.76593 -1.02028 0.041 0.098 -0.028
C 3.61819 -0.26118 -0.65140 0.322 -0.118 -0.281
F 4.44762 0.82286 -0.64790 -0.321 -0.480 -0.036
F 4.09919 -1.15750 -1.55556 -0.108 0.494 0.380
C 3.66539 -0.92924 0.74855 0.684 -0.128 -0.010
F 4.89008 -0.68358 1.27857 -0.378 -0.048 -0.017
F 2.74287 -0.36656 1.55794 -0.065 0.080 -0.029
C 3.44569 -2.46263 0.78423 0.311 -0.127 -0.109
F 2.59272 -2.85508 -0.18303 0.039 -0.077 0.160
F 4.62844 -3.10527 0.60552 -0.414 0.219 -0.024
H -5.59944 2.00219 0.29029 -0.240 0.207 0.207
H -4.15864 -0.01215 -2.22757 0.076 -0.120 -0.368
H -4.96606 -1.98299 -0.48711 0.001 -0.391 -0.031
H -1.91780 -1.30322 -0.20619 0.000 -0.019 -0.050
H -2.92997 -1.11076 1.97046 -0.037 -0.039 -0.029
H -2.33395 2.02681 1.07900 -0.255 0.059 0.277
H -1.14236 1.04745 1.94935 -0.004 0.136 0.285
H -0.66218 2.48513 -0.40771 0.053 0.253 0.053
H -0.77027 0.81956 -0.93927 0.059 -0.047 -0.192
H 1.45385 2.24733 -1.07971 0.042 0.202 -0.246
H 2.52096 1.85802 0.29335 0.205 0.258 -0.070
H 3.03149 -2.72251 1.75676 0.009 -0.097 0.111
```
Forces are in eV/Å.

## Properties
**Spin multiplicity**: 1
**Largest force on an atom**: 0.98 eV Å⁻¹
**SMILES**: N=P(O)(O)[SiH2]CCOCC(F)(F)C(F)(F)C(F)(F)C(F)F
**HOMO-LUMO gap**: 9.2 eV
**Charge**: 0
**Total energy**: -1984.20483 a.u.